DFT (ωB97M-V/def2-TZVPD) results for a cluster of 2 separate species, C2F3NO3S in total in a non-equilibrium geometry.

ORCA input file:
```
! wB97M-V def2-TZVPD RIJCOSX def2/J DEFGRID3
* xyz 0 1
C -0.34646 -0.66453 -0.89619
C -1.63325 -1.32267 -0.33999
N 0.44698 0.02375 -1.05159
O 0.78012 1.86964 0.13659
O 2.71965 0.44437 1.40045
O 1.63050 2.95868 0.71211
F -2.59933 -0.87388 -0.88143
F -1.48236 -2.78451 -0.48955
F -1.71543 -1.12256 0.98169
S 2.19960 1.47169 0.42790
*
```

Its HOMO energy is -10.73 eV. The value obtained for the strongest force on any atom is 0.300 Eh/bohr. The calculated total energy is -28686.9607 eV. The energy above the lowest of the compared OMol25 structures with the same formula, charge and spin comes out at 660.4 kJ/mol.